DFT (ωB97M-V/def2-TZVPD) results for a molecular structure, C39H25BrCoN9O at a distorted geometry.

XYZ file:
```
76
Properties=species:S:1:pos:R:3:forces:R:3:lowdin_spin:R:1
Co 0.21802 -0.67586 0.37219 0.17 -0.64 -0.55 1.941
C 2.17872 2.60974 2.66606 0.02 0.01 0.00 0.000
C 1.97681 1.64314 1.69079 0.12 -0.10 -0.02 0.000
N 0.84221 0.95891 1.61838 -0.03 0.09 -0.05 0.021
C -0.10760 1.25171 2.50654 -0.43 -0.14 0.01 -0.001
C 0.09827 2.23342 3.46506 0.20 0.17 0.13 0.000
N 1.24298 2.90635 3.55905 -0.19 -0.12 -0.03 -0.004
C -1.41964 0.55490 2.34355 0.40 0.10 -0.03 0.002
C -2.37055 0.54484 3.33727 -0.07 0.05 0.14 0.031
C -3.61208 -0.04075 3.08035 -0.08 0.01 0.22 0.004
C -3.84161 -0.51735 1.80653 -0.17 0.00 -0.10 0.028
C -2.82730 -0.47699 0.84637 0.02 -0.10 -0.23 0.020
N -1.60383 -0.02017 1.14538 -0.22 0.11 0.14 0.049
C -3.11434 -0.85517 -0.54122 0.16 0.01 0.13 0.162
C -4.33431 -0.56113 -1.11415 -0.18 0.03 -0.16 -0.005
N -4.65140 -0.69634 -2.40063 0.22 -0.05 0.05 0.240
C -3.63205 -1.13608 -3.19737 -0.24 0.09 0.04 0.040
C -2.40715 -1.47053 -2.74135 0.09 -0.09 0.16 0.135
N -2.12820 -1.38504 -1.37696 0.31 0.05 0.14 0.179
C -4.64200 -0.14304 4.14753 0.17 0.05 -0.17 0.000
C -4.77124 0.84488 5.11372 -0.01 0.13 0.04 -0.001
C -5.73589 0.69978 6.09828 -0.11 -0.12 0.03 0.000
N -6.55733 -0.34726 6.17833 0.14 0.02 -0.15 -0.001
C -6.42897 -1.29022 5.24500 -0.02 0.12 0.11 0.000
C -5.49669 -1.23364 4.21983 -0.03 -0.12 -0.02 0.000
H 3.11249 3.15657 2.72072 -0.02 -0.01 0.00 0.000
H 2.74559 1.40869 0.96303 -0.02 0.01 0.01 0.000
H -0.68506 2.49876 4.16450 0.07 0.03 0.00 0.000
H -2.14528 0.94779 4.31534 -0.04 -0.03 -0.04 0.002
H -4.80993 -0.91961 1.54117 0.06 -0.05 0.04 0.001
H -5.10273 -0.14401 -0.47188 0.00 0.01 -0.06 -0.004
H -3.83667 -1.21357 -4.25707 -0.02 0.00 0.02 -0.001
H -1.60314 -1.83239 -3.36244 -0.01 0.00 0.01 0.009
H -4.15735 1.73741 5.09083 -0.02 -0.04 0.02 0.000
H -5.85550 1.46411 6.85779 -0.02 -0.02 0.00 0.000
H -7.10238 -2.13635 5.32078 0.01 0.01 0.02 0.000
H -5.42631 -2.04844 3.51021 -0.01 0.02 0.01 0.000
O 5.74272 0.34661 -2.25264 -0.06 -0.07 0.06 -0.001
C 4.58747 -0.04939 -1.69542 0.21 0.12 -0.14 -0.002
C 4.50147 -1.04296 -0.72440 -0.05 -0.11 0.06 0.001
C 3.25726 -1.35830 -0.22157 -0.06 -0.07 0.02 -0.001
N 2.12664 -0.75858 -0.61737 0.25 0.21 0.16 0.018
C 2.24597 0.17601 -1.55072 -0.03 0.00 -0.07 0.002
Br 0.61152 0.98352 -2.06224 0.00 0.08 -0.03 0.025
C 3.42672 0.58423 -2.12781 -0.07 -0.01 -0.04 0.002
H 6.48680 -0.15795 -1.90164 0.00 0.02 -0.02 0.000
H 5.38232 -1.56467 -0.37138 -0.02 0.02 0.00 0.000
H 3.14229 -2.12924 0.53147 0.00 0.03 0.02 0.000
H 3.46356 1.35482 -2.88420 0.00 -0.02 0.02 0.001
N 4.64738 -7.64496 -0.38635 -0.03 0.01 0.00 0.005
C 3.82647 -6.84771 -0.48697 -0.19 0.26 -0.02 0.001
C 2.80874 -5.82520 -0.60306 0.21 -0.27 0.04 0.010
C 1.78692 -5.75389 0.34050 -0.07 0.03 0.08 -0.002
C 0.81406 -4.77660 0.23699 -0.02 -0.06 0.06 0.012
C 0.85003 -3.85700 -0.81539 -0.02 0.28 -0.10 0.008
C 1.87927 -3.93842 -1.75830 0.03 0.00 -0.09 0.012
C 2.85015 -4.91800 -1.65636 0.02 0.10 -0.09 -0.002
C -0.14006 -2.82809 -0.91829 0.74 -0.22 0.46 0.081
C -0.95034 -1.91414 -0.90095 -1.20 0.31 -0.50 -0.026
H 1.76011 -6.47511 1.14626 -0.03 -0.01 0.00 0.000
H 0.01497 -4.71490 0.96439 0.02 -0.03 -0.02 0.001
H 1.90947 -3.22448 -2.57202 0.00 -0.03 0.01 0.000
H 3.64585 -4.98185 -2.38673 -0.03 0.00 -0.01 0.000
N 0.59356 -1.95103 1.96004 0.20 0.09 0.16 0.019
C 1.11108 -2.35102 2.90400 0.24 -0.25 0.50 -0.006
C 1.78340 -2.81986 4.09825 -0.24 0.13 -0.36 -0.001
C 2.14092 -4.15941 4.21606 0.02 -0.11 -0.02 -0.002
C 2.78613 -4.59156 5.36285 -0.01 0.02 -0.02 0.000
C 3.06953 -3.68968 6.38061 0.01 -0.02 0.01 -0.001
C 2.71234 -2.35296 6.25841 -0.01 0.00 -0.03 0.000
C 2.06724 -1.91214 5.11543 0.00 0.12 0.06 -0.001
H 1.91443 -4.84831 3.41397 0.00 -0.02 -0.01 0.000
H 3.06700 -5.63147 5.46317 -0.01 0.02 -0.01 0.000
H 3.57198 -4.03128 7.27636 -0.01 0.01 -0.02 0.000
H 2.93550 -1.65474 7.05428 -0.01 -0.02 -0.02 0.000
H 1.78165 -0.87334 5.00686 0.01 -0.01 0.01 0.000
```
Forces are in eV/Å.

Computed properties:
- 2S+1 = 4
- DFT total energy (Eh) = -6025.75948
- frontier orbital gap (alpha / beta) (eV) = 5.729 / 6.579
- LUMO energy (alpha / beta) (eV) = -3.18 / -3.43
- charge = +1